1.
5
Properties=species:S:1:pos:R:3:forces:R:3:lowdin_charge:R:1 method="wB97M-V/def2-TZVPD" total_energy_ev=-241095.758 charge=-1 orbital_gap_ev="8.83 / 4.32" s_squared=0.75 spin_multiplicity=2
Ca 0.400776 0.306420 0.199572 0.24 -0.08 0.19 0.326
Cl 2.496456 -1.625610 0.288712 -0.83 0.74 -0.16 -0.539
Br -1.185294 0.477880 2.427332 0.23 -0.04 -0.16 -0.446
Br -0.668114 2.455300 -1.487908 0.32 -0.73 0.25 -0.429
Br -1.043824 -1.613990 -1.427708 0.04 0.11 -0.11 0.088

---

2.
5
Properties=species:S:1:pos:R:3:forces:R:3:lowdin_charge:R:1 method="wB97M-V/def2-TZVPD" total_energy_ev=-221465.464 charge=0 orbital_gap_ev=8.59 relative_energy_ev=0.0000 smiles="O=P(Br)(Br)Br"
O -2.015516 1.336038 0.592906 2.56 -1.34 -0.54 -0.551
P -0.795603 0.481620 0.341241 -3.03 2.37 0.44 -0.407
Br 0.504930 1.563090 -1.251047 -0.63 -1.32 1.37 0.278
Br -1.616560 -1.447512 -0.369037 1.00 0.36 0.03 0.348
Br 0.192067 0.162942 2.326112 0.10 -0.07 -1.29 0.332